The following is a quantum chemistry calculation of an isolated molecule of C3H5NO2, from OMol25.

XYZ file:
```
11
Properties=species:S:1:pos:R:3:mulliken_charge:R:1
N -1.69 0.05 -0.51 -0.59
C -0.80 -0.66 -1.07 0.14
O 0.52 -0.45 -0.90 -0.38
C 0.87 0.60 0.00 -0.35
C 0.84 0.09 1.43 0.08
O 0.44 0.73 2.37 -0.45
H -2.62 -0.26 -0.78 0.23
H -0.95 -1.51 -1.73 0.37
H 0.21 1.46 -0.10 0.32
H 1.90 0.88 -0.26 0.30
H 1.26 -0.93 1.56 0.33
```

As for the relative energy (zero: lowest compared OMol25 entry of this formula, charge and spin): 38.14 kcal per mole. The value obtained for the gap between HOMO and LUMO is 10.7811 eV. Its SMILES is [H]/N=C/OCC=O.

***

The following is a quantum chemistry calculation of a cluster of 14 separate species, C18H64O14 in total in a non-equilibrium geometry, from OMol25.

XYZ file:
```
96
Properties=species:S:1:pos:R:3:mulliken_charge:R:1
O 18.89 18.78 2.16 -0.63
H 18.69 17.93 1.78 0.32
H 18.19 18.94 2.79 0.31
O 13.78 14.27 -7.52 -0.62
H 14.19 15.13 -7.62 0.30
H 14.43 13.74 -7.06 0.32
O 7.77 16.50 -4.76 -0.62
H 8.68 16.74 -4.94 0.33
H 7.69 15.61 -5.08 0.29
O 18.04 15.00 1.36 -0.64
H 18.91 14.63 1.52 0.32
H 17.52 14.73 2.12 0.33
O 15.99 12.26 -0.02 -0.65
H 16.33 13.15 0.03 0.33
H 16.27 11.94 -0.88 0.32
O 10.83 15.64 -6.11 -0.60
H 11.73 15.42 -6.36 0.31
H 10.29 15.01 -6.59 0.30
O 12.63 12.41 0.11 -0.63
H 13.56 12.49 -0.12 0.34
H 12.16 12.83 -0.61 0.29
O 9.75 13.41 -1.58 -0.60
H 9.08 13.84 -2.12 0.30
H 9.88 12.56 -2.00 0.31
C 9.14 18.07 -0.03 -1.27
C 9.95 19.34 0.40 0.48
C 10.31 20.32 -0.82 -1.06
O 9.01 20.08 1.16 -0.56
H 8.16 18.36 -0.40 0.33
H 9.05 17.43 0.84 0.37
H 9.63 17.50 -0.82 0.29
H 10.73 18.97 1.07 0.25
H 9.47 20.87 -1.24 0.33
H 10.91 19.84 -1.59 0.30
H 10.97 21.07 -0.38 0.24
H 8.66 19.52 1.86 0.30
C 22.19 23.19 -2.30 -1.15
C 21.70 22.47 -3.59 0.48
C 20.20 21.91 -3.63 -1.35
O 21.77 23.42 -4.59 -0.54
H 23.20 23.58 -2.36 0.32
H 22.15 22.43 -1.52 0.34
H 21.41 23.91 -2.04 0.31
H 22.24 21.57 -3.88 0.22
H 19.84 21.49 -4.56 0.38
H 19.42 22.62 -3.36 0.37
H 20.16 21.21 -2.79 0.30
H 21.37 23.02 -5.37 0.31
C 19.81 15.76 -5.17 -1.36
C 19.03 14.84 -6.06 0.77
C 19.87 13.63 -6.34 -1.29
O 17.76 14.61 -5.55 -0.53
H 20.43 16.44 -5.76 0.34
H 20.40 15.18 -4.46 0.30
H 19.16 16.54 -4.78 0.47
H 18.84 15.36 -7.00 0.05
H 20.90 13.82 -6.64 0.32
H 19.47 12.98 -7.12 0.33
H 19.83 13.14 -5.36 0.36
H 17.49 15.16 -4.81 0.25
C 14.51 24.75 0.83 -1.37
C 15.83 24.52 0.11 0.55
C 16.54 23.07 0.33 -1.07
O 15.63 24.63 -1.26 -0.52
H 13.95 25.58 0.40 0.39
H 14.53 24.74 1.92 0.36
H 13.99 23.81 0.71 0.29
H 16.56 25.27 0.40 0.22
H 17.30 22.65 -0.33 0.31
H 15.73 22.36 0.48 0.22
H 17.17 23.25 1.21 0.30
H 14.67 24.65 -1.28 0.32
C 15.13 18.40 -2.42 -1.21
C 14.68 17.00 -1.85 0.51
C 13.53 16.29 -2.63 -1.22
O 15.89 16.16 -2.06 -0.48
H 16.05 18.64 -1.89 0.30
H 14.47 19.20 -2.09 0.37
H 15.32 18.55 -3.48 0.27
H 14.56 17.13 -0.78 0.33
H 13.31 15.33 -2.17 0.24
H 13.70 16.26 -3.70 0.30
H 12.62 16.88 -2.65 0.32
H 16.41 16.34 -1.28 0.24
C 15.88 18.83 -9.01 -1.23
C 16.19 17.92 -10.21 0.41
C 14.83 17.73 -10.93 -1.16
O 17.05 18.56 -11.02 -0.54
H 15.20 19.68 -9.08 0.36
H 16.84 19.23 -8.70 0.32
H 15.37 18.23 -8.25 0.27
H 16.64 16.99 -9.85 0.25
H 15.07 17.63 -11.99 0.37
H 14.30 18.68 -10.96 0.33
H 14.22 16.91 -10.55 0.29
H 17.14 17.95 -11.75 0.33
```

As for the relative energy (zero: lowest compared OMol25 entry of this formula, charge and spin): 117.29 kcal per mole. The value obtained for the gap between HOMO and LUMO is 9.7315 eV.

***

The following is a quantum chemistry calculation of a cluster of 5 separate species, CH14N2O4 in total in a non-equilibrium geometry, from OMol25.

XYZ file:
```
21
Properties=species:S:1:pos:R:3:lowdin_spin:R:1
N 1.60 -1.32 -1.45 0.26
C 1.20 -1.44 -0.08 0.02
N -0.29 -1.30 0.02 0.59
H 2.29 -1.99 -1.70 0.01
H 2.07 -0.40 -1.49 0.01
H 1.60 -0.59 0.45 0.00
H 1.67 -2.33 0.42 0.01
H -1.00 -2.03 -0.22 0.01
H -0.63 -0.64 -0.70 0.00
H -1.42 0.30 2.56 0.00
H -0.68 -0.54 1.59 0.01
O -0.48 -0.03 2.42 0.08
H -4.80 0.65 -2.27 0.00
H -3.41 0.31 -2.77 0.00
O -3.96 1.01 -2.43 0.00
H 1.24 0.79 2.38 0.00
H 2.09 1.27 3.36 0.00
O 2.09 1.08 2.42 0.00
H 0.96 2.22 -0.84 0.00
H 0.24 1.39 -1.96 0.00
O 0.28 1.50 -0.94 0.00
```

As for the relative energy (zero: lowest compared OMol25 entry of this formula, charge and spin): 35.41 kcal per mole. Its spin multiplicity is 2. The total charge is +1. As for the expectation value of S²: 0.76. The value obtained for the gap between HOMO and LUMO (alpha / beta) is 10.7373 / 4.8784 eV.

***

The following is a quantum chemistry calculation of a structure of composition C26H70B3BrNO11P in a non-equilibrium geometry, from OMol25.

XYZ file:
```
113
Properties=species:S:1:pos:R:3:mulliken_charge:R:1
C 0.34 2.35 -1.19 -1.06
C -0.21 0.89 -1.00 0.76
C 0.64 -0.19 -1.71 -0.98
C 0.68 -0.02 -3.26 -0.06
N -0.68 -0.03 -3.87 -0.46
B -0.97 1.24 -4.54 0.47
O -2.10 2.00 -4.11 -0.37
B -2.61 2.84 -5.11 0.39
Br -4.25 3.94 -4.91 -0.27
O -1.93 2.96 -6.34 -0.20
B -0.55 2.94 -5.94 0.76
P 0.47 4.57 -5.91 -0.41
C 2.29 4.21 -6.15 -0.24
O 0.36 5.07 -4.26 -0.52
O -0.07 1.65 -5.55 -0.20
H 1.19 2.34 -1.90 0.21
H 0.68 2.74 -0.21 0.40
H -0.47 2.99 -1.59 0.10
H -1.25 0.86 -1.38 -0.38
H -0.29 0.68 0.08 0.31
H 1.69 -0.12 -1.38 0.35
H 0.28 -1.19 -1.41 0.14
H 1.19 0.95 -3.44 -0.03
H 1.29 -0.84 -3.68 0.31
H -1.39 -0.23 -3.17 0.19
H 2.60 4.41 -7.19 0.37
H 2.54 3.21 -5.79 0.07
H 2.83 4.95 -5.52 0.10
H 0.21 4.28 -3.74 0.31
C -5.04 0.26 1.29 -1.20
C -4.32 0.22 -0.05 0.39
C -5.15 -0.51 -1.10 -1.26
O -3.07 -0.44 0.10 -0.33
H -5.21 -0.75 1.66 0.13
H -4.43 0.78 2.03 0.35
H -6.00 0.78 1.21 0.42
H -4.11 1.23 -0.40 0.26
H -5.34 -1.55 -0.80 0.32
H -4.62 -0.55 -2.05 0.28
H -6.12 -0.02 -1.25 0.40
H -3.24 -1.34 0.41 0.26
C 5.27 1.87 -8.24 -1.33
C 5.67 2.33 -6.85 0.57
C 6.78 1.46 -6.28 -1.38
O 4.54 2.30 -5.98 -0.40
H 4.89 0.85 -8.22 0.35
H 4.47 2.50 -8.64 0.30
H 6.11 1.91 -8.93 0.40
H 6.01 3.37 -6.89 0.11
H 6.45 0.42 -6.19 0.36
H 7.06 1.79 -5.28 0.33
H 7.67 1.48 -6.91 0.39
H 4.23 1.38 -5.94 0.27
C 6.93 6.82 -5.09 -1.25
C 5.47 7.00 -5.45 0.44
C 4.89 8.25 -4.81 -1.36
O 4.73 5.86 -5.02 -0.44
H 7.06 6.72 -4.01 0.35
H 7.33 5.92 -5.55 0.28
H 7.53 7.68 -5.43 0.38
H 5.36 7.06 -6.53 0.25
H 4.94 8.20 -3.72 0.34
H 3.83 8.36 -5.07 0.32
H 5.42 9.15 -5.14 0.40
H 4.81 5.79 -4.06 0.26
C -7.02 -2.93 4.13 -1.37
C -5.75 -3.72 3.88 0.48
C -5.48 -4.72 4.99 -1.29
O -4.64 -2.82 3.76 -0.44
H -6.94 -2.36 5.06 0.36
H -7.20 -2.21 3.33 0.33
H -7.89 -3.59 4.21 0.37
H -5.83 -4.25 2.92 0.26
H -5.34 -4.20 5.95 0.33
H -4.56 -5.26 4.80 0.27
H -6.30 -5.43 5.09 0.39
H -4.56 -2.35 4.59 0.29
C -0.87 -2.02 2.06 -0.13
C 0.40 -2.82 1.82 0.33
C 0.66 -3.80 2.95 -1.25
O 1.50 -1.92 1.70 -0.54
H -0.80 -1.43 2.98 0.12
H -1.04 -1.31 1.25 -0.38
H -1.75 -2.68 2.14 0.34
H 0.32 -3.36 0.88 0.33
H 0.78 -3.27 3.90 0.11
H 1.58 -4.36 2.77 0.34
H -0.17 -4.51 3.06 0.39
H 1.58 -1.44 2.54 0.32
C -2.92 -6.65 8.69 -1.44
C -3.56 -6.80 7.32 0.59
C -3.26 -8.17 6.73 -1.36
O -3.07 -5.79 6.44 -0.46
H -1.83 -6.74 8.63 0.35
H -3.13 -5.66 9.10 0.34
H -3.29 -7.40 9.39 0.38
H -4.64 -6.66 7.40 0.27
H -2.19 -8.32 6.60 0.34
H -3.72 -8.27 5.74 0.32
H -3.65 -8.97 7.37 0.39
H -2.12 -5.90 6.36 0.28
C 1.39 0.45 7.29 -1.42
C 1.49 -0.55 6.15 0.53
C 2.83 -1.28 6.18 -1.26
O 1.33 0.12 4.90 -0.50
H 2.16 1.22 7.20 0.36
H 0.43 0.97 7.26 0.34
H 1.49 -0.04 8.26 0.38
H 0.68 -1.28 6.23 0.24
H 3.65 -0.57 6.06 0.35
H 2.89 -1.99 5.35 0.30
H 2.97 -1.82 7.12 0.38
H 2.04 0.76 4.82 0.32
```

The value obtained for the gap between HOMO and LUMO is 8.1220 eV.

***

The following is a quantum chemistry calculation of a structure of composition C3H5FIN in a non-equilibrium geometry, from OMol25.

XYZ file:
```
11
Properties=species:S:1:pos:R:3:mulliken_charge:R:1
C -0.47 -1.61 1.05 -0.59
C -0.97 -1.72 -0.20 0.46
C -0.77 0.74 -0.88 -0.76
N -1.85 -0.17 -0.99 -0.51
F -1.07 -2.76 -1.02 -0.21
I -3.44 0.24 0.25 0.11
H 0.02 -2.44 1.58 0.30
H -0.30 -0.60 1.30 0.25
H -0.28 0.58 0.10 0.20
H -0.12 0.47 -1.62 0.35
H -1.02 1.71 -1.05 0.39
```

As for the relative energy (zero: lowest compared OMol25 entry of this formula, charge and spin): 74.10 kcal per mole. The value obtained for the gap between HOMO and LUMO is 8.8685 eV.

***

The following is a quantum chemistry calculation of a structure of composition C23H29ClMnN2PS in a non-equilibrium geometry, from OMol25.

XYZ file:
```
58
Properties=species:S:1:pos:R:3:lowdin_spin:R:1
Mn -0.20 0.06 -0.19 3.75
Cl -0.59 0.54 -2.41 0.08
P 2.02 -0.45 -0.21 -0.07
C 2.45 -2.12 0.36 0.00
C 3.35 -2.29 1.42 -0.01
C 3.68 -3.56 1.83 0.00
C 3.10 -4.68 1.22 0.00
C 2.16 -4.50 0.20 0.00
C 1.81 -3.23 -0.23 0.00
C 2.52 -0.45 -1.99 -0.01
C 2.46 0.77 -2.72 -0.01
C 2.83 0.81 -4.06 0.00
C 3.27 -0.32 -4.73 -0.01
C 3.32 -1.54 -4.02 0.00
C 2.94 -1.58 -2.69 -0.01
C 3.18 0.71 0.53 -0.01
C 2.69 1.87 1.18 0.01
C 3.60 2.68 1.83 0.00
C 4.96 2.39 1.83 0.00
C 5.44 1.27 1.13 0.00
C 4.55 0.43 0.47 0.00
H 2.07 1.67 -2.26 0.00
H 2.76 1.78 -4.60 0.00
H 3.58 -0.28 -5.78 0.00
H 3.67 -2.45 -4.52 0.00
H 3.00 -2.56 -2.18 0.00
H 3.81 -1.41 1.91 0.00
H 4.41 -3.67 2.64 0.00
H 3.36 -5.68 1.57 0.00
H 1.71 -5.37 -0.29 0.00
H 1.10 -3.10 -1.05 0.00
H 1.61 2.07 1.19 0.00
H 3.21 3.56 2.37 0.00
H 5.66 3.05 2.35 0.00
H 6.50 1.03 1.14 0.00
H 4.91 -0.47 -0.04 0.00
H -0.04 -0.74 1.17 0.01
H 0.17 0.22 1.34 0.02
C -7.10 -0.52 0.02 0.00
C -6.08 -0.20 1.11 0.00
N -4.82 -0.04 0.37 0.01
C -3.86 0.89 0.59 0.04
S -2.17 0.48 0.47 0.18
N -4.23 2.13 0.93 0.02
C -5.45 2.86 0.56 0.00
C -5.90 3.52 1.87 0.00
H -7.09 0.28 -0.76 0.00
H -8.10 -0.59 0.47 0.00
H -6.87 -1.49 -0.49 0.00
H -6.27 0.73 1.66 0.00
H -5.99 -1.07 1.79 0.00
H -4.30 -0.88 0.17 0.00
H -3.37 2.65 0.95 0.00
H -5.18 3.65 -0.17 0.00
H -6.17 2.14 0.15 0.00
H -5.15 4.26 2.24 0.00
H -6.85 4.04 1.70 0.00
H -6.03 2.75 2.66 0.00
```

Its spin multiplicity is 5. The total charge is +2. As for the expectation value of S²: 6.16. The value obtained for the gap between HOMO and LUMO (alpha / beta) is 5.6675 / 5.1034 eV.

***

The following is a quantum chemistry calculation of a cluster of 8 separate species, C42H49F5O6S3 in total in a non-equilibrium geometry, from OMol25.

XYZ file:
```
105
Properties=species:S:1:pos:R:3:mulliken_charge:R:1
F -1.92 -4.07 -2.36 -0.34
C -1.16 -3.91 -3.49 0.42
C 0.09 -4.59 -3.57 -0.50
C 0.93 -4.36 -4.71 -0.22
C 0.48 -3.51 -5.71 -0.83
C -0.64 -2.75 -5.50 0.19
C -1.58 -2.94 -4.49 -0.50
H 0.29 -5.33 -2.87 0.56
H 1.81 -5.09 -4.62 0.25
H 1.23 -3.16 -6.43 0.32
H -0.92 -1.99 -6.24 0.35
H -2.40 -2.17 -4.39 0.33
F 5.30 2.03 0.12 -0.33
C 4.14 2.73 0.31 -0.08
C 2.97 2.05 0.40 0.23
C 1.74 2.75 0.66 -0.20
C 1.85 4.12 0.79 -0.46
C 2.99 4.83 0.66 -0.57
C 4.20 4.07 0.57 -0.27
H 2.89 0.94 0.18 0.40
H 0.72 2.40 0.93 0.31
H 0.88 4.64 0.86 0.30
H 2.89 5.90 0.82 0.38
H 5.12 4.75 0.87 0.26
F 2.28 -2.52 -1.18 -0.45
C 1.29 -1.71 -0.64 0.39
C 1.50 -1.28 0.64 -0.97
C 0.47 -0.56 1.32 -0.70
C -0.71 -0.27 0.69 -0.06
C -1.04 -0.77 -0.52 -1.88
C -0.03 -1.48 -1.21 0.21
H 2.43 -1.36 1.13 0.60
H 0.50 0.00 2.24 0.88
H -1.40 0.53 1.18 0.28
H -1.89 -0.75 -0.83 1.62
H -0.32 -1.97 -2.13 0.18
F 3.60 -2.10 3.63 -0.22
C 4.18 -1.09 4.24 0.44
C 4.10 0.23 3.85 0.41
C 4.83 1.34 4.41 -0.52
C 5.58 1.08 5.57 -0.51
C 5.64 -0.30 6.00 -0.50
C 4.92 -1.30 5.44 -0.47
H 3.53 0.51 2.84 -0.11
H 4.82 2.34 4.04 0.48
H 6.07 1.93 6.11 0.32
H 6.20 -0.49 6.79 0.51
H 4.97 -2.42 5.96 0.19
F 3.95 -2.13 -5.22 -0.33
C 3.61 -0.82 -5.02 0.22
C 3.84 0.12 -6.00 -0.39
C 3.56 1.50 -5.96 -0.61
C 2.86 1.81 -4.68 -0.52
C 2.54 0.84 -3.72 -0.72
C 2.89 -0.52 -3.83 -0.59
H 4.25 -0.20 -7.12 0.17
H 3.51 2.30 -6.71 0.37
H 2.38 2.81 -4.55 0.37
H 2.00 1.17 -2.96 1.20
H 3.01 -1.16 -3.11 0.83
C -2.59 -0.59 7.04 -0.94
C -2.88 -0.19 5.47 -0.64
C -2.60 -1.23 4.82 -0.30
S -0.93 -1.65 5.32 1.12
O -0.02 -0.85 4.60 -0.51
O -0.90 -3.15 5.25 -0.74
C -1.13 -1.09 6.94 -0.44
H -3.21 -1.47 7.45 0.29
H -2.78 0.24 7.81 0.38
H -2.42 0.64 5.14 0.54
H -3.90 0.26 5.51 0.32
H -2.38 -1.07 3.68 0.00
H -3.07 -2.21 5.02 0.28
H -0.51 -0.23 7.29 0.36
H -1.24 -1.92 7.64 0.31
C -4.62 -0.48 0.49 -0.01
C -5.15 -1.42 1.63 -0.79
C -5.35 -0.61 2.78 -0.10
S -4.91 1.05 2.42 1.09
O -3.48 1.08 2.76 -0.50
O -5.86 1.95 2.94 -0.78
C -5.05 0.98 0.67 -0.96
H -4.94 -0.73 -0.52 0.82
H -3.38 -0.51 0.45 -0.55
H -4.33 -2.23 1.79 0.29
H -6.11 -1.74 1.29 0.34
H -4.69 -0.88 3.62 -0.27
H -6.42 -0.43 3.10 0.45
H -4.21 1.61 0.32 0.28
H -5.98 1.11 0.34 0.59
C -0.59 1.54 -4.92 -0.25
C -1.92 1.59 -5.63 -1.18
C -2.81 2.28 -4.84 -0.87
S -2.61 1.66 -3.24 1.45
O -3.24 0.39 -3.04 -0.60
O -2.79 2.82 -2.37 -0.82
C -0.91 1.30 -3.40 0.11
H -0.26 2.68 -5.11 0.16
H -0.09 0.80 -5.57 0.17
H -2.27 0.65 -5.89 0.35
H -1.81 1.81 -6.58 0.82
H -3.78 1.98 -5.14 0.51
H -2.74 3.46 -4.73 0.22
H -0.83 0.27 -3.29 -0.56
H -0.17 1.85 -2.83 0.49
```

As for the relative energy (zero: lowest compared OMol25 entry of this formula, charge and spin): 14.61 kcal per mole. The value obtained for the gap between HOMO and LUMO is 9.1972 eV. Its SMILES is O=S1(=O)CCCC1.O=S1(=O)CCCC1.O=S1(=O)CCCC1.Fc1ccccc1.Fc1ccccc1.Fc1ccccc1.Fc1ccccc1.Fc1ccccc1.

***

The following is a quantum chemistry calculation of a structure of composition C35H28F6N4O8P2Pd, from OMol25.

XYZ file:
```
84
Properties=species:S:1:pos:R:3:mulliken_charge:R:1
Pd -0.79 -0.51 0.08 -0.04
C 1.51 1.74 2.02 -1.20
N 1.25 1.67 0.55 0.35
P 1.87 0.10 -0.05 0.17
C 3.56 0.07 0.63 0.64
C 3.95 -1.13 1.22 -0.57
C 5.24 -1.27 1.72 -0.60
C 6.13 -0.21 1.65 -0.59
C 5.74 0.99 1.08 -0.79
C 4.46 1.13 0.57 -0.33
C 2.20 0.43 -1.81 1.32
C 1.88 -0.60 -2.68 -0.56
C 2.11 -0.48 -4.05 -0.71
C 2.66 0.69 -4.54 -0.63
C 2.97 1.74 -3.68 -0.79
C 2.76 1.60 -2.32 -0.25
P -0.39 1.66 0.06 0.01
C -0.41 2.54 -1.52 1.68
C -1.29 2.21 -2.54 -0.57
C -1.33 2.98 -3.69 -0.80
C -0.52 4.09 -3.82 -0.55
C 0.35 4.44 -2.78 -0.83
C 0.40 3.67 -1.64 -0.67
C -1.37 2.73 1.13 0.86
C -0.92 3.99 1.52 -0.24
C -1.76 4.82 2.25 -0.79
C -3.04 4.40 2.58 -0.62
C -3.48 3.15 2.19 -0.45
C -2.65 2.31 1.46 -0.91
H 2.51 2.15 2.17 0.42
H 1.44 0.76 2.49 0.32
H 0.78 2.38 2.51 0.41
H 3.25 -1.94 1.30 0.41
H 5.54 -2.21 2.18 0.44
H 7.13 -0.32 2.05 0.38
H 6.44 1.82 1.03 0.43
H 4.16 2.07 0.12 0.29
H 1.42 -1.51 -2.29 0.34
H 1.86 -1.29 -4.72 0.46
H 2.83 0.80 -5.61 0.40
H 3.39 2.66 -4.07 0.43
H 2.99 2.42 -1.66 0.16
H -1.93 1.34 -2.45 0.35
H -2.00 2.71 -4.49 0.46
H -0.55 4.69 -4.72 0.42
H 0.98 5.32 -2.87 0.43
H 1.09 3.93 -0.84 0.30
H 0.07 4.33 1.25 0.35
H -1.41 5.80 2.56 0.44
H -3.69 5.05 3.16 0.41
H -4.48 2.81 2.45 0.48
H -2.99 1.32 1.17 0.03
C -1.43 0.13 4.31 -1.97
C -1.38 -0.78 3.08 0.80
O -0.97 0.00 2.03 1.49
C -0.39 -1.96 3.40 0.43
F -0.40 -2.29 4.70 -0.34
F -0.65 -3.08 2.72 -0.23
F 0.86 -1.58 3.11 -0.22
C -2.79 -1.36 2.83 0.16
F -3.72 -0.38 2.86 -0.28
F -2.91 -1.96 1.63 -0.07
F -3.15 -2.26 3.77 -0.32
H -0.42 0.43 4.57 0.44
H -1.89 -0.35 5.17 0.41
H -2.00 1.02 4.04 0.35
O -4.57 -5.89 -3.51 -0.63
N -3.83 -6.29 -2.64 1.04
O -3.74 -7.45 -2.29 -0.63
C -2.98 -5.32 -1.96 -0.83
C -2.11 -5.74 -0.96 -0.42
C -1.30 -4.84 -0.34 -0.46
C -1.34 -3.42 -0.61 0.70
O -0.72 -2.61 0.10 0.12
C -2.22 -3.08 -1.71 -0.57
C -3.04 -4.00 -2.34 -0.24
N -2.25 -1.74 -2.22 0.76
O -3.18 -1.39 -2.91 -0.61
O -1.28 -0.97 -2.02 -0.23
N -0.36 -5.35 0.66 1.10
O 0.74 -4.83 0.71 -0.54
O -0.74 -6.28 1.35 -0.62
H -2.08 -6.79 -0.67 0.65
H -3.69 -3.69 -3.14 0.69
```

As for the relative energy (zero: lowest compared OMol25 entry of this formula, charge and spin): 3.89 kcal per mole. The value obtained for the gap between HOMO and LUMO is 6.7921 eV.

***

Number 3 is which compound?
CH14N2O4